ORCA calculation (ωB97M-V/def2-TZVPD) on C42H56CaCl3GeN11O2P as an isolated structure in a non-equilibrium geometry.

- gap between HOMO and LUMO (alpha / beta) (eV) = 6.25 / 6.29
- expectation value of S² = 0.79
- HOMO level (alpha / beta) (eV) = -7.20 / -7.20
- 2S+1 = 2
- ΔE to the lowest compared entry with this formula, charge and spin (kJ/mol) = 206.7

```
117
Properties=species:S:1:pos:R:3:forces:R:3:mulliken_spin:R:1
Ca 0.1193 -0.7691 -0.1876 -0.015 0.101 -0.444 -0.013
C -2.9771 1.4921 1.8537 0.326 0.017 0.075 0.001
C -2.0197 0.3700 1.5818 0.475 1.379 0.227 0.000
N -0.7517 0.5313 1.4458 -1.013 -0.932 0.237 0.002
N -0.1808 1.7155 1.6495 0.397 1.576 0.473 -0.001
C 0.8324 2.0655 0.9557 -0.712 -0.107 0.495 -0.001
O 1.2996 1.2912 -0.0570 0.008 0.025 0.615 -0.028
C 1.5184 3.3151 1.3047 0.320 0.429 0.154 0.000
C 0.7659 4.3987 1.7583 0.086 -0.249 -0.164 0.000
C 1.3883 5.5858 2.0922 -0.042 0.048 0.040 0.000
C 2.7649 5.7005 1.9936 -0.022 0.038 -0.016 0.000
C 3.5190 4.6237 1.5564 0.109 0.031 0.026 0.000
C 2.9058 3.4355 1.2075 -0.219 -0.194 0.032 0.000
C -2.5115 -0.9931 1.4229 -0.809 -0.981 0.009 0.000
C -3.7879 -1.3760 1.8437 0.518 0.348 0.007 -0.008
C -4.2085 -2.6737 1.6298 0.233 -0.234 -0.083 0.002
C -3.3372 -3.5688 1.0297 -0.141 0.213 0.088 -0.002
C -2.0884 -3.1082 0.6394 -0.237 -0.422 -0.007 0.000
N -1.6908 -1.8600 0.8126 -0.475 -0.058 0.418 -0.018
H -2.4666 2.4449 1.7284 -0.054 -0.056 0.027 0.000
H -3.3438 1.4308 2.8778 -0.095 0.002 0.085 0.000
H -3.8258 1.4443 1.1770 -0.088 -0.076 -0.086 0.000
H -0.3056 4.2959 1.8205 -0.117 -0.002 0.041 0.000
H 0.7958 6.4245 2.4254 -0.041 0.071 0.042 0.000
H 3.2458 6.6316 2.2529 0.068 0.065 0.019 0.000
H 4.5922 4.7145 1.4861 0.098 -0.026 -0.009 0.000
H 3.4995 2.5936 0.8750 0.018 -0.001 -0.024 0.000
H -4.4393 -0.6677 2.3275 -0.065 0.135 0.014 0.000
H -5.2039 -2.9743 1.9229 -0.027 -0.063 0.037 0.000
H -3.6220 -4.5916 0.8495 0.005 -0.122 -0.066 0.000
H -1.3865 -3.7757 0.1564 0.040 -0.026 -0.029 0.002
O 0.7552 -0.1334 -3.0147 -0.814 -2.039 0.840 0.447
N 0.4109 -1.1388 -2.4090 1.090 1.651 -2.512 0.692
Cl -2.2647 -0.6442 -4.5406 0.233 -0.141 0.336 -0.010
Ge -1.7919 -1.4158 -2.5077 -1.383 -0.262 -0.402 -0.040
Cl -2.1544 -3.6182 -2.6864 0.094 0.346 -0.052 -0.017
Cl -3.7883 -0.7993 -1.4823 0.359 -0.146 -0.403 -0.034
N -1.2147 1.3044 -1.3601 0.360 -0.478 0.234 -0.008
C -1.8617 1.9111 -2.1004 0.274 -0.011 0.478 -0.006
N -2.5881 2.6568 -2.8612 -0.356 0.250 -0.472 -0.001
C -4.0250 2.7149 -2.6678 -0.750 -0.058 0.062 0.000
C -4.7598 2.0114 -3.8113 0.096 -0.017 0.074 0.000
C -4.1178 2.3252 -5.1729 -0.017 0.153 -0.015 0.000
C -3.1688 3.5168 -5.0774 -0.007 -0.220 0.004 0.000
C -2.0412 3.2040 -4.0984 0.466 0.439 -0.439 0.000
H -4.3179 3.7692 -2.6080 0.023 -0.110 0.070 0.000
H -4.2652 2.2343 -1.7175 0.055 0.103 -0.050 -0.001
H -5.8036 2.3261 -3.7882 -0.048 -0.010 0.020 0.000
H -4.7278 0.9363 -3.6386 -0.066 -0.016 0.063 0.000
H -4.8891 2.5250 -5.9163 0.020 -0.046 -0.049 0.000
H -3.5473 1.4594 -5.5094 -0.058 0.032 -0.066 0.000
H -3.7122 4.4100 -4.7620 0.041 0.059 -0.040 0.000
H -2.7285 3.7229 -6.0531 0.031 0.100 0.039 0.000
H -1.4667 4.1134 -3.8705 -0.042 -0.163 -0.057 0.000
H -1.3589 2.4696 -4.5385 -0.073 0.034 0.050 0.000
N 4.1718 3.9027 -5.5057 0.183 0.136 -0.321 0.000
C 3.7053 3.4299 -4.5713 0.241 0.178 -0.453 0.000
C 3.1050 2.8825 -3.4158 -0.422 -0.450 0.800 0.005
C 3.4755 1.6242 -2.9346 -0.115 0.302 -0.003 0.002
C 2.8785 1.1165 -1.7977 -0.164 0.102 0.488 0.020
C 1.8965 1.8573 -1.1424 0.793 0.696 -1.322 -0.019
C 1.5066 3.1020 -1.6346 -0.211 -0.334 0.208 0.024
C 2.1123 3.6120 -2.7611 0.128 -0.106 -0.127 -0.003
H 4.2222 1.0540 -3.4625 0.103 -0.087 -0.015 0.000
H 3.1406 0.1434 -1.4013 0.018 -0.053 0.039 -0.002
H 0.7148 3.6536 -1.1481 0.003 0.019 0.006 0.000
H 1.8147 4.5718 -3.1560 -0.021 0.075 0.015 0.000
N 1.8074 -1.4813 0.7640 0.828 -1.279 0.569 0.014
P 2.1598 -2.8312 1.3926 0.754 -0.453 0.787 0.001
N 1.7615 -4.2468 0.5444 -0.254 0.577 -0.061 0.000
C 2.3479 -5.5187 0.9269 0.234 -0.228 0.188 0.001
C 3.1204 -6.1356 -0.2344 -0.111 -0.062 0.108 0.000
C 2.1469 -6.4763 -1.3713 0.034 0.003 0.050 0.001
C 0.9663 -5.4949 -1.3859 0.097 0.155 -0.127 -0.009
C 1.4224 -4.1367 -0.8670 -0.230 0.002 -0.084 0.007
N 3.8442 -3.0481 1.6475 -0.590 0.021 -0.072 -0.001
C 4.6233 -2.4956 0.5638 0.027 0.246 -0.288 0.000
C 5.0977 -1.0805 0.8858 0.181 -0.153 -0.002 0.001
C 5.9390 -1.1091 2.1584 -0.208 0.177 0.050 0.000
C 5.1118 -1.6986 3.2979 0.136 -0.228 -0.123 0.000
C 4.5647 -3.0735 2.8944 -0.079 0.081 0.333 0.000
N 1.5715 -3.2354 2.9635 0.177 0.167 -0.813 0.000
C 1.6001 -2.0891 3.8608 0.133 0.489 0.296 0.000
C 0.2046 -1.5959 4.2331 0.128 -0.058 0.039 0.001
C -0.5475 -2.6852 5.0059 0.048 0.075 -0.047 0.000
C -0.1279 -4.0723 4.5039 -0.076 0.054 -0.138 0.000
C 0.3359 -3.9997 3.0538 -0.128 -0.366 0.073 0.001
H 1.5665 -6.2303 1.2336 0.036 0.043 0.081 0.000
H 3.0007 -5.3394 1.7830 -0.035 -0.135 -0.025 0.000
H 3.6445 -7.0337 0.0983 0.050 0.050 0.012 0.000
H 3.8709 -5.4200 -0.5718 0.086 0.030 0.007 0.000
H 1.7749 -7.4947 -1.2428 0.007 -0.022 -0.065 0.000
H 2.6730 -6.4390 -2.3266 -0.017 -0.049 -0.040 0.000
H 0.1579 -5.8632 -0.7515 -0.081 0.010 0.017 0.000
H 0.5693 -5.3889 -2.3955 -0.077 0.010 0.017 0.000
H 0.6321 -3.3868 -0.9731 0.050 -0.111 -0.186 0.002
H 2.2748 -3.8010 -1.4778 -0.094 0.118 -0.005 -0.002
H 3.9840 -2.4806 -0.3230 0.243 -0.034 -0.096 0.000
H 5.4892 -3.1466 0.3777 0.012 0.006 -0.087 0.000
H 4.2065 -0.4679 1.0439 -0.030 0.048 -0.079 0.000
H 5.6706 -0.6731 0.0501 0.031 0.061 -0.062 0.000
H 6.2694 -0.1013 2.4189 0.109 -0.003 0.002 0.000
H 6.8289 -1.7231 1.9948 0.098 -0.006 0.001 0.000
H 4.2777 -1.0274 3.5085 -0.030 0.025 0.091 0.000
H 5.7140 -1.7975 4.2048 -0.029 0.035 0.038 0.000
H 3.9043 -3.4676 3.6668 0.086 -0.079 0.016 0.000
H 5.4121 -3.7669 2.7785 -0.002 -0.004 0.106 0.000
H 2.1407 -1.2861 3.3488 -0.031 -0.006 0.258 -0.001
H 2.1390 -2.3508 4.7825 0.073 0.100 -0.024 0.000
H -0.3215 -1.3380 3.3108 0.019 0.032 0.018 0.000
H 0.2891 -0.6892 4.8364 -0.031 0.048 -0.086 0.000
H -1.6233 -2.5451 4.8804 -0.051 -0.013 0.052 0.000
H -0.3283 -2.6024 6.0724 -0.073 0.029 0.024 0.000
H -0.9597 -4.7736 4.5846 0.030 -0.069 0.020 0.000
H 0.6907 -4.4613 5.1101 0.051 -0.073 0.027 0.000
H -0.4678 -3.5573 2.4493 0.042 -0.098 0.038 0.000
H 0.5261 -5.0044 2.6816 -0.141 -0.019 -0.067 0.000
```
Positions in Å, forces in eV/Å.